C4H8O2 | ωB97M-V with the def2-TZVPD basis set

```
14
Properties=species:S:1:pos:R:3
C -1.225 -1.139 0.476
C -0.175 -1.180 1.404
O 0.096 -0.161 2.370
H -1.878 -2.018 0.430
H -1.760 -0.220 0.234
H 0.532 -1.995 1.533
H 0.091 0.690 1.931
C 0.130 1.629 -1.165
C 1.133 0.754 -1.081
O 1.167 -0.493 -1.564
H 0.313 2.562 -0.640
H -0.855 1.377 -1.496
H 2.176 1.048 -0.995
H 0.254 -0.853 -1.437
```

Multiplicity: 2
Maximum force (eV Å⁻¹): 2.12
Total charge: -1
E_tot (a.u.): -307.5542
LUMO (alpha / beta) (eV): 4.12 / 4.07